Record 1
# C3H9F3OSi2

A structure of composition C3H9F3OSi2 at a distorted geometry (ωB97M-V/def2-TZVPD, OMol25).

Computed properties:
LUMO level: 0.548 eV
Electronic energy: -1073.50559 Ha
Multiplicity: 1

CARTESIAN COORDINATES (ANGSTROEM)
F (3.219, -1.670, 0.601)
C (2.010, -1.318, -0.230)
F (0.822, -2.137, 0.117)
F (2.379, -1.652, -1.631)
C (1.719, 0.300, -0.181)
C (0.493, 0.735, 0.838)
Si (-0.877, 1.568, -0.228)
O (-2.519, 1.055, 0.129)
Si (-2.713, -0.689, 0.039)
H (2.748, 0.806, 0.149)
H (1.536, 0.696, -1.290)
H (0.950, 1.585, 1.541)
H (0.127, -0.126, 1.543)
H (-0.522, 1.476, -1.667)
H (-0.829, 3.023, 0.069)
H (-3.904, -1.018, 0.864)
H (-1.608, -1.445, 0.645)
H (-3.030, -1.189, -1.309)

Record 2
# C4H8N4

An isolated molecule of C4H8N4 at a distorted geometry (ωB97M-V/def2-TZVPD, OMol25).

Computed properties:
LUMO level: 0.920 eV
Relative energy (zero: lowest compared OMol25 entry of this formula, charge and spin): 240.7 kJ/mol
Electronic energy: -376.15678 Ha
Multiplicity: 1

CARTESIAN COORDINATES (ANGSTROEM)
H (1.657, 0.610, 1.676)
N (1.627, -0.403, 1.412)
C (0.793, -0.727, 0.500)
N (0.585, -2.083, 0.256)
N (0.052, 0.235, -0.249)
C (0.501, 1.525, -0.424)
C (-0.276, 2.565, -0.782)
N (-1.238, 0.024, -0.644)
C (-2.050, -0.883, -0.137)
H (0.388, -2.421, -0.725)
H (1.197, -2.694, 0.770)
H (1.619, 1.629, -0.260)
H (0.328, 3.477, -1.032)
H (-1.350, 2.506, -0.913)
H (-3.035, -0.893, -0.624)
H (-1.793, -1.499, 0.737)

Record 3
# C18H7BCl68NO2S2

A structure of composition C18H7BCl68NO2S2 at a distorted geometry (ωB97M-V/def2-TZVPD, OMol25).

Computed properties:
LUMO level: 0.705 eV
Electronic energy: -33009.37122 Ha
Total charge: -1
Multiplicity: 1

CARTESIAN COORDINATES (ANGSTROEM)
N (1.627, 4.495, -3.521)
B (1.694, 2.953, -3.536)
S (3.294, 2.474, -4.475)
C (0.464, 2.260, -4.407)
S (-1.255, 2.689, -3.801)
O (-1.774, 1.509, -2.894)
O (-1.363, 4.015, -3.011)
H (0.908, 4.740, -4.253)
H (2.555, 4.917, -3.742)
H (1.739, 2.500, -2.428)
H (3.176, 1.056, -4.631)
H (0.648, 2.449, -5.549)
H (0.590, 1.083, -4.248)
H (-2.074, 2.786, -4.968)
C (6.726, 5.247, -4.567)
Cl (6.421, 4.954, -6.298)
Cl (7.979, 6.501, -4.388)
Cl (5.222, 5.795, -3.783)
Cl (7.281, 3.739, -3.797)
C (-2.274, 0.100, 0.296)
Cl (-2.586, -0.730, 1.842)
Cl (-2.395, 1.861, 0.533)
Cl (-0.639, -0.312, -0.279)
Cl (-3.477, -0.422, -0.910)
C (-5.777, -3.154, 3.168)
Cl (-5.930, -2.235, 1.649)
Cl (-5.811, -4.899, 2.813)
Cl (-4.237, -2.738, 3.961)
Cl (-7.132, -2.742, 4.250)
C (5.268, 5.699, -10.459)
Cl (3.739, 4.806, -10.663)
Cl (6.376, 5.292, -11.793)
Cl (4.940, 7.450, -10.472)
Cl (6.016, 5.246, -8.906)
C (-7.032, -8.578, 0.756)
Cl (-7.185, -7.659, -0.763)
Cl (-7.066, -10.323, 0.400)
Cl (-5.492, -8.163, 1.549)
Cl (-8.387, -8.166, 1.837)
C (-8.287, -8.417, 6.140)
Cl (-7.515, -8.195, 7.730)
Cl (-9.606, -7.235, 5.949)
Cl (-7.079, -8.171, 4.853)
Cl (-8.948, -10.068, 6.026)
C (-4.106, -5.573, 8.364)
Cl (-4.259, -4.654, 6.845)
Cl (-4.139, -7.318, 8.008)
Cl (-2.566, -5.158, 9.157)
Cl (-5.461, -5.161, 9.445)
C (4.894, 2.282, -0.490)
Cl (3.365, 1.390, -0.694)
Cl (6.002, 1.875, -1.824)
Cl (4.566, 4.034, -0.503)
Cl (5.642, 1.830, 1.063)
C (0.394, -3.723, 6.455)
Cl (0.316, -2.794, 7.973)
Cl (0.757, -5.429, 6.821)
Cl (-1.173, -3.617, 5.613)
Cl (1.674, -3.053, 5.413)
C (-13.706, -8.305, 6.063)
Cl (-15.235, -9.197, 5.859)
Cl (-12.598, -8.712, 4.729)
Cl (-14.034, -6.553, 6.050)
Cl (-12.958, -8.757, 7.616)
C (5.565, 3.289, -15.465)
Cl (4.313, 3.481, -16.718)
Cl (6.301, 1.672, -15.604)
Cl (6.821, 4.533, -15.684)
Cl (4.825, 3.468, -13.854)
C (10.965, 8.193, -6.339)
Cl (10.571, 8.605, -4.651)
Cl (9.463, 8.090, -7.292)
Cl (12.020, 9.453, -7.027)
Cl (11.807, 6.623, -6.386)
C (13.665, 2.590, -5.735)
Cl (12.137, 1.698, -5.940)
Cl (14.773, 2.183, -7.070)
Cl (13.337, 4.341, -5.749)
Cl (14.414, 2.138, -4.183)
C (0.765, 1.288, 9.588)
Cl (-0.766, 1.831, 8.857)
Cl (0.536, -0.319, 10.323)
Cl (2.022, 1.191, 8.329)
Cl (1.269, 2.448, 10.842)
C (4.065, 0.759, 4.530)
Cl (3.096, 1.430, 3.194)
Cl (5.158, -0.498, 3.899)
Cl (5.026, 2.060, 5.278)
Cl (2.981, 0.045, 5.751)
C (3.465, 8.407, -1.068)
Cl (3.388, 9.337, 0.450)
Cl (3.829, 6.702, -0.703)
Cl (1.898, 8.513, -1.910)
Cl (4.746, 9.078, -2.110)
C (-16.635, -8.089, 9.856)
Cl (-17.887, -7.897, 8.603)
Cl (-15.899, -9.706, 9.717)
Cl (-15.379, -6.845, 9.637)
Cl (-17.375, -7.910, 11.467)

no.,molecular weight (g mol⁻¹)
1,174.27
2,112.14
3,2755.01